Entry 1:
{"formula": "C6H5BBr2F4MnNO2", "method": "ωB97M-V/def2-TZVPD", "homo_lumo_gap_ev": [5.914, 6.437], "homo_ev": [-4.82, -5.36], "mol_weight_g_mol": 424.7, "charge": -1, "de_lowest_kcal_mol": 23.44, "lumo_ev": [1.09, 1.08], "spin_multiplicity": 6, "symbols": ["Mn", "Br", "Br", "B", "F", "F", "F", "F", "C", "C", "C", "C", "C", "C", "N", "O", "O", "H", "H", "H", "H", "H"], "coordinates": [[3.260, 0.192, 1.147], [3.572, 1.701, 3.010], [4.570, 0.791, -0.890], [2.771, -2.023, 1.427], [2.963, -1.471, 0.210], [2.602, -3.384, 1.371], [3.849, -1.521, 2.042], [1.730, -1.431, 2.035], [-3.117, 0.350, -2.151], [-1.805, 0.032, -2.387], [-0.903, -0.065, -1.309], [-1.233, 0.462, -0.031], [-2.578, 0.914, 0.193], [-3.488, 0.798, -0.894], [-0.126, 0.743, 0.951], [-0.491, 1.056, 2.071], [1.096, 0.596, 0.591], [-3.913, 0.264, -2.875], [-1.515, -0.301, -3.372], [0.141, -0.304, -1.445], [-2.881, 1.462, 1.073], [-4.504, 1.140, -0.766]], "forces_ev_per_a": [[0.76, 4.30, 0.09], [-0.01, 0.38, 0.44], [0.17, 0.35, -0.27], [-1.19, -3.66, 0.40], [-1.21, -1.21, -4.79], [0.40, -0.34, 0.07], [3.95, -0.82, 3.26], [-2.71, 0.73, 1.14], [-0.54, 0.32, 0.77], [0.78, -1.43, 0.68], [0.15, 1.69, 0.70], [-1.09, 0.37, -1.59], [1.08, -0.27, -1.48], [0.69, 0.24, 1.39], [1.51, -0.78, 0.56], [0.73, -0.18, -1.35], [-4.14, 0.76, 0.17], [0.27, 0.13, -0.42], [0.25, 0.00, 0.00], [0.04, -0.25, -0.22], [0.16, -0.30, 0.21], [-0.08, -0.02, 0.24]]}

Entry 2:
{"formula": "C27H29MoN2O5Te2", "method": "ωB97M-V/def2-TZVPD", "homo_lumo_gap_ev": [6.103, 4.704], "homo_ev": [-6.11, -6.75], "mol_weight_g_mol": 812.7, "lumo_ev": [-0.01, -2.05], "spin_multiplicity": 4, "symbols": ["Mo", "O", "C", "O", "C", "C", "C", "C", "C", "N", "C", "O", "O", "H", "H", "H", "H", "Te", "C", "C", "O", "N", "Te", "C", "C", "C", "C", "C", "C", "C", "C", "C", "C", "C", "C", "C", "C", "C", "C", "C", "C", "H", "H", "H", "H", "H", "H", "H", "H", "H", "H", "H", "H", "H", "H", "H", "H", "H", "H", "H", "H", "H", "H", "H", "H", "H"], "coordinates": [[1.064, 3.246, 1.936], [0.455, 6.747, 4.127], [0.335, 5.669, 3.354], [1.313, 4.883, 3.202], [-0.903, 5.339, 2.753], [-2.139, 6.012, 2.797], [-3.225, 5.446, 2.204], [-3.106, 4.167, 1.562], [-1.895, 3.574, 1.529], [-0.800, 4.147, 2.074], [-1.542, 2.230, 0.905], [-2.360, 1.479, 0.406], [-0.274, 1.970, 1.006], [1.382, 6.799, 4.402], [-2.205, 6.967, 3.302], [-4.178, 5.957, 2.220], [-3.950, 3.671, 1.104], [2.132, 4.326, -0.072], [3.169, 0.289, 3.916], [2.344, 0.566, 2.687], [1.944, -0.357, 1.979], [2.124, 1.875, 2.403], [-0.375, -0.831, 0.359], [-1.403, -2.492, -0.445], [-1.462, -3.677, 0.292], [-0.791, -3.893, 1.628], [-2.171, -4.754, -0.243], [-2.821, -4.671, -1.461], [-3.592, -5.839, -2.013], [-2.766, -3.466, -2.159], [-2.075, -2.369, -1.672], [-2.073, -1.087, -2.463], [1.074, -0.679, -1.152], [1.045, 0.360, -2.075], [-0.076, 1.350, -2.223], [2.128, 0.468, -2.951], [3.187, -0.419, -2.929], [4.342, -0.279, -3.883], [3.161, -1.463, -2.005], [2.123, -1.613, -1.104], [2.159, -2.754, -0.123], [3.055, -0.753, 4.203], [2.887, 0.949, 4.736], [4.218, 0.483, 3.685], [-0.428, -2.981, 2.101], [0.070, -4.556, 1.519], [-1.484, -4.367, 2.323], [-2.214, -5.680, 0.321], [-3.346, -6.761, -1.490], [-3.383, -5.981, -3.074], [-4.667, -5.673, -1.913], [-3.289, -3.376, -3.105], [-2.815, -1.131, -3.258], [-1.097, -0.908, -2.920], [-2.309, -0.221, -1.839], [-0.938, 1.126, -1.601], [-0.416, 1.366, -3.262], [0.276, 2.350, -1.962], [2.126, 1.283, -3.667], [4.303, 0.671, -4.414], [4.336, -1.080, -4.624], [5.294, -0.333, -3.352], [3.985, -2.168, -1.971], [3.135, -3.238, -0.144], [1.406, -3.507, -0.369], [1.991, -2.410, 0.902]], "forces_ev_per_a": [[1.10, -0.55, -0.54], [0.06, 0.15, -0.01], [-0.50, -0.15, -0.13], [0.38, 0.27, 0.30], [0.14, -0.06, -0.02], [0.14, 0.16, 0.16], [-0.12, -0.43, -0.27], [-0.60, 0.47, 0.11], [0.56, -0.56, -0.26], [-0.19, 0.07, 0.38], [0.19, 0.69, 0.42], [-0.31, -0.13, -0.20], [-0.18, -0.14, -0.42], [-0.02, 0.02, 0.01], [0.02, -0.02, 0.00], [-0.02, -0.04, 0.00], [0.01, 0.05, 0.01], [-0.19, -0.17, 0.16], [0.10, -0.01, 0.10], [0.14, 0.66, -0.01], [-0.15, -0.14, -0.08], [-0.58, -0.16, 0.15], [-0.04, 0.03, 0.13], [-0.01, 0.00, 0.08], [-0.05, -0.10, -0.01], [0.01, 0.03, -0.02], [0.03, 0.01, 0.04], [0.00, -0.01, -0.04], [-0.01, 0.02, 0.00], [-0.03, -0.01, -0.01], [-0.03, -0.03, -0.09], [-0.04, -0.11, 0.02], [0.03, -0.03, 0.08], [0.11, -0.04, -0.09], [0.11, 0.18, 0.11], [-0.09, 0.04, -0.05], [0.05, -0.05, 0.00], [0.00, 0.01, 0.01], [0.04, 0.05, -0.04], [0.05, 0.04, 0.03], [-0.06, 0.04, 0.05], [0.02, 0.00, 0.01], [-0.01, 0.00, -0.02], [-0.02, 0.00, -0.01], [-0.02, 0.04, -0.04], [0.00, 0.00, -0.01], [0.00, -0.01, -0.01], [0.00, 0.01, -0.01], [0.00, 0.01, 0.01], [0.01, 0.01, 0.01], [0.00, 0.01, 0.00], [0.01, -0.01, 0.01], [-0.01, -0.01, -0.02], [-0.08, -0.08, 0.02], [-0.09, -0.18, -0.02], [0.14, 0.13, 0.07], [0.02, 0.04, 0.03], [0.03, 0.04, 0.02], [0.02, 0.00, 0.01], [-0.01, 0.00, 0.01], [-0.02, 0.00, 0.01], [-0.01, 0.00, 0.00], [-0.01, 0.01, -0.02], [-0.01, -0.02, -0.02], [-0.03, -0.01, -0.02], [0.02, 0.01, -0.07]]}